[1]
{"formula": "C3H7NO2", "method": "ωB97M-V/def2-TZVPD", "e_homo_ev": -7.91, "lumo_ev": -4.88, "energy_ev": -8799.5821, "symbols": ["C", "N", "C", "C", "O", "O", "H", "H", "H", "H", "H", "H", "H"], "positions_angstrom": [[1.69981, 1.53426, 0.29875], [2.50152, 0.67410, 0.89100], [-3.05033, -0.52810, -0.03658], [-1.76746, -0.01992, -0.29332], [-1.47305, 1.15757, -0.56007], [2.11366, -1.64490, -0.42409], [2.26713, 2.40621, -0.19781], [0.54264, 1.44357, 0.30406], [2.66095, -2.37898, -0.77288], [2.50645, -0.32756, 0.51247], [-3.20055, -1.55721, 0.08848], [-3.89828, -0.00265, 0.29214], [-0.90250, -0.75638, -0.10216]]}

[2]
{"formula": "C34H41BF9FeIN6O5PS3", "method": "ωB97M-V/def2-TZVPD", "e_homo_ev": [-5.27, -7.29], "lumo_ev": [-0.20, -1.99], "energy_ev": -164517.8864, "multiplicity": 6, "symbols": ["Fe", "S", "C", "S", "S", "C", "N", "C", "N", "C", "N", "C", "P", "C", "C", "H", "H", "H", "H", "H", "H", "H", "H", "H", "H", "H", "H", "H", "C", "C", "C", "O", "B", "O", "C", "C", "C", "H", "H", "H", "H", "H", "H", "H", "H", "H", "H", "H", "H", "F", "C", "F", "F", "C", "O", "C", "F", "F", "F", "C", "F", "F", "F", "I", "C", "C", "N", "N", "C", "H", "H", "H", "C", "O", "C", "C", "C", "C", "C", "C", "N", "C", "C", "C", "C", "C", "C", "C", "O", "H", "H", "H", "H", "H", "H", "H", "H", "H", "H", "H", "H", "H"], "positions_angstrom": [[0.02987, -0.79982, -0.76900], [-3.93080, -2.76502, -3.36325], [-3.18768, -1.68753, -2.32163], [-4.10676, -0.66990, -1.35412], [-1.47519, -1.59895, -2.35204], [-4.87652, 0.22932, 2.46365], [-4.05357, -0.99489, 2.83290], [-3.27083, -0.68459, 4.09281], [-2.49032, 0.48583, 3.94372], [-3.34193, 1.61247, 3.60393], [-4.06243, 1.37942, 2.36933], [-3.17785, 1.35807, 1.21482], [-1.90450, -0.02852, 1.24786], [-3.13219, -1.36614, 1.73993], [-1.38374, 0.32451, 3.01244], [-5.63064, 0.36648, 3.24942], [-5.35459, 0.03438, 1.49907], [-4.68040, -1.78291, 3.00954], [-2.63033, -1.54319, 4.31557], [-3.99431, -0.53603, 4.90231], [-2.73284, 2.50822, 3.49452], [-4.05952, 1.76305, 4.41797], [-2.64915, 2.31098, 1.16733], [-3.77779, 1.25968, 0.30663], [-2.54873, -2.22595, 2.05681], [-3.71515, -1.63048, 0.85419], [-0.79668, 1.24330, 3.00121], [-0.73478, -0.48375, 3.34935], [2.74805, -0.98967, 3.59597], [2.45487, 0.08484, 2.55208], [2.27221, 1.40729, 3.30590], [1.19984, -0.23892, 1.90979], [1.36086, -0.23776, 0.56779], [2.61958, 0.02858, 0.18276], [3.47067, 0.14279, 1.34503], [4.25250, 1.45170, 1.23613], [4.43348, -1.04245, 1.29170], [1.91386, -1.02773, 4.29136], [3.64705, -0.75228, 4.15658], [2.85159, -1.96774, 3.14900], [1.46900, 1.27900, 4.02789], [2.00130, 2.22118, 2.64388], [3.17992, 1.67484, 3.83941], [3.58166, 2.29281, 1.09303], [4.92137, 1.39897, 0.38009], [4.84488, 1.61525, 2.13090], [3.87586, -1.97184, 1.22932], [5.08329, -1.05693, 2.15971], [5.04288, -0.95662, 0.39609], [-0.62420, -3.24292, 3.27984], [0.08558, -3.95777, 2.39572], [1.36928, -3.68300, 2.61167], [-0.08933, -5.24319, 2.72166], [-0.35343, -3.60407, 0.93768], [-0.59997, -2.31330, 0.79235], [-1.61725, -4.47822, 0.62311], [-2.32645, -3.95551, -0.36484], [-2.44778, -4.53302, 1.68710], [-1.32286, -5.73842, 0.30265], [0.79046, -4.04345, -0.01771], [1.35774, -5.21546, 0.27394], [1.76425, -3.12119, 0.00592], [0.36615, -4.10388, -1.28135], [5.33059, -1.76042, -4.59948], [3.40335, -1.80018, -3.81307], [2.33174, -2.48662, -4.34364], [1.30420, -2.25291, -3.51926], [1.64553, -1.46649, -2.50150], [2.92263, -1.17148, -2.66104], [2.25460, -3.09198, -5.22272], [0.34327, -2.56064, -3.60356], [3.42936, -0.55545, -1.94718], [1.68974, 4.16804, -3.02392], [0.63286, 3.24808, -3.10850], [0.78378, 2.14501, -3.89529], [1.95532, 1.84148, -4.57202], [2.02790, 0.77367, -5.45390], [0.92038, -0.03248, -5.64033], [-0.24061, 0.22835, -4.94421], [-0.35006, 1.31570, -4.06927], [-1.59826, 1.58119, -3.55613], [-2.04784, 2.49697, -2.64886], [-1.45194, 2.92647, -1.45818], [-1.90207, 4.12258, -0.85768], [-1.33191, 4.62368, 0.29135], [-0.32195, 3.92045, 0.93429], [0.09609, 2.70431, 0.41282], [-0.43020, 2.17911, -0.76630], [-0.05400, 1.00858, -1.20684], [1.30241, 4.99426, -2.42916], [1.98186, 4.53873, -4.01391], [2.56607, 3.74267, -2.52232], [2.83086, 2.45663, -4.43970], [2.94288, 0.59619, -6.00094], [0.95745, -0.86088, -6.33243], [-1.10039, -0.41073, -5.08377], [-2.32756, 1.05726, -4.02574], [-3.01349, 2.91973, -2.90482], [-2.69967, 4.66331, -1.34653], [-1.66255, 5.57054, 0.69053], [0.12411, 4.31374, 1.83679], [0.84796, 2.11359, 0.90900]]}

[3]
{"formula": "CH3N3O2S", "method": "ωB97M-V/def2-TZVPD", "e_homo_ev": -9.11, "lumo_ev": -0.61, "energy_ev": -20479.2855, "symbols": ["C", "N", "N", "N", "O", "O", "S", "H", "H", "H"], "positions_angstrom": [[0.49922, 0.93637, 0.32648], [0.00884, -1.26443, 0.80343], [0.68763, -0.48188, 0.27729], [-1.67095, -0.25411, -0.21364], [-2.82789, -0.61863, -0.25515], [1.45779, -0.87648, -0.97221], [-1.23845, 1.33848, -0.11154], [0.65377, 1.35669, 1.23784], [1.14407, 1.65434, -0.18288], [1.28596, -1.79035, -0.90962]]}

- Number 3 is which compound?
  CH3N3O2S

Please write out number 1 again, unchanged.
{"formula": "C3H7NO2", "method": "ωB97M-V/def2-TZVPD", "e_homo_ev": -7.91, "lumo_ev": -4.88, "energy_ev": -8799.5821, "symbols": ["C", "N", "C", "C", "O", "O", "H", "H", "H", "H", "H", "H", "H"], "positions_angstrom": [[1.69981, 1.53426, 0.29875], [2.50152, 0.67410, 0.89100], [-3.05033, -0.52810, -0.03658], [-1.76746, -0.01992, -0.29332], [-1.47305, 1.15757, -0.56007], [2.11366, -1.64490, -0.42409], [2.26713, 2.40621, -0.19781], [0.54264, 1.44357, 0.30406], [2.66095, -2.37898, -0.77288], [2.50645, -0.32756, 0.51247], [-3.20055, -1.55721, 0.08848], [-3.89828, -0.00265, 0.29214], [-0.90250, -0.75638, -0.10216]]}